# 1
{
  "formula": "C5H11NO",
  "method": "ωB97M-V/def2-TZVPD",
  "charge": -1,
  "energy_ev": -8898.1490,
  "gap_ev": [3.467, 5.657],
  "e_above_lowest_kj_mol": 194.2,
  "s2": 0.775,
  "multiplicity": 2,
  "homo_energy_ev": [0.4, -1.9],
  "max_force_ha_per_bohr": 0.0227,
  "symbols": ["C", "N", "C", "C", "C", "C", "H", "H", "H", "H", "H", "H", "H", "H", "H", "H", "H", "O"],
  "xyz": [[-2.574, -0.315, 0.648], [-1.882, -1.523, 1.050], [-0.436, -1.519, 0.980], [0.316, -0.441, 0.531], [1.699, -0.481, 0.222], [2.559, 0.586, -0.140], [-3.642, -0.558, 0.597], [-2.282, 0.046, -0.360], [-2.418, 0.536, 1.314], [-2.325, -2.269, 0.523], [-0.001, -2.493, 1.138], [-0.143, 0.516, 0.318], [2.130, -1.494, 0.260], [3.588, 0.491, 0.229], [2.211, 1.538, -0.512], [0.328, 2.114, -3.120], [1.532, 2.872, -2.582], [0.573, 2.824, -2.515]]
}

# 2
{
  "formula": "C29H37CaN8O4Se",
  "method": "ωB97M-V/def2-TZVPD",
  "charge": -1,
  "energy_ev": -134576.6735,
  "gap_ev": 7.069,
  "e_above_lowest_kj_mol": 21.5,
  "multiplicity": 1,
  "homo_energy_ev": -4.7,
  "max_force_ha_per_bohr": 0.0164,
  "symbols": ["Ca", "O", "C", "C", "C", "C", "C", "C", "C", "N", "C", "C", "N", "C", "C", "C", "C", "C", "C", "C", "O", "H", "H", "H", "H", "H", "H", "H", "H", "H", "H", "H", "H", "H", "H", "N", "N", "C", "O", "O", "H", "H", "H", "N", "C", "C", "C", "C", "N", "H", "H", "H", "H", "H", "H", "H", "H", "H", "H", "H", "H", "C", "N", "C", "Se", "N", "C", "C", "C", "C", "C", "C", "H", "H", "H", "H", "H", "H", "H", "H"],
  "xyz": [[0.138, -0.591, 1.582], [-1.287, -1.159, 3.119], [-2.270, -1.755, 3.681], [-2.077, -2.967, 4.401], [-3.114, -3.614, 5.033], [-4.415, -3.099, 5.010], [-4.633, -1.924, 4.321], [-3.610, -1.257, 3.639], [-3.967, -0.049, 2.906], [-3.263, 0.469, 1.988], [-3.673, 1.707, 1.384], [-2.571, 2.743, 1.587], [-1.310, 2.333, 0.996], [-0.903, 3.034, 0.016], [0.366, 2.911, -0.689], [0.718, 3.989, -1.508], [1.957, 4.098, -2.109], [2.895, 3.091, -1.851], [2.571, 1.996, -1.087], [1.277, 1.819, -0.515], [0.980, 0.749, 0.109], [-1.067, -3.357, 4.443], [-2.912, -4.537, 5.566], [-5.224, -3.605, 5.519], [-5.632, -1.497, 4.286], [-4.925, 0.416, 3.201], [-4.620, 2.095, 1.796], [-3.810, 1.542, 0.309], [-2.414, 2.839, 2.667], [-2.903, 3.721, 1.205], [-1.508, 3.892, -0.324], [-0.012, 4.782, -1.642], [2.207, 4.953, -2.722], [3.900, 3.176, -2.253], [3.303, 1.228, -0.871], [0.829, 0.982, 3.302], [1.962, 0.445, 3.943], [2.371, -0.895, 3.650], [3.122, -1.403, 4.482], [1.951, -1.387, 2.555], [0.994, 1.933, 3.003], [-0.009, 0.926, 3.874], [2.061, 0.652, 4.926], [0.418, -2.920, 0.565], [-0.507, -3.785, -0.166], [-1.921, -3.685, 0.428], [-2.969, -2.953, -0.418], [-2.535, -1.608, -1.004], [-1.766, -0.820, -0.057], [1.352, -2.921, 0.170], [0.534, -3.242, 1.524], [-0.176, -4.832, -0.145], [-0.501, -3.473, -1.213], [-1.843, -3.200, 1.403], [-2.307, -4.690, 0.622], [-3.861, -2.816, 0.201], [-3.272, -3.593, -1.255], [-3.429, -1.083, -1.368], [-1.911, -1.788, -1.879], [-2.351, -0.379, 0.655], [-1.255, -0.078, -0.531], [1.134, 1.831, -4.891], [2.143, 0.936, -4.371], [1.874, -0.165, -3.624], [0.250, -0.873, -3.224], [3.073, -0.661, -3.218], [4.108, 0.134, -3.669], [5.479, 0.071, -3.499], [6.240, 1.052, -4.120], [5.647, 2.052, -4.890], [4.270, 2.115, -5.059], [3.512, 1.146, -4.426], [0.281, 1.812, -4.216], [0.812, 1.523, -5.886], [1.547, 2.837, -4.920], [3.119, -1.397, -2.534], [5.937, -0.703, -2.898], [7.315, 1.040, -4.001], [6.272, 2.798, -5.362], [3.812, 2.895, -5.651]]
}

# 3
{
  "formula": "C6H15N",
  "method": "ωB97M-V/def2-TZVPD",
  "charge": -1,
  "energy_ev": -7953.3302,
  "gap_ev": [2.460, 9.279],
  "e_above_lowest_kj_mol": 49.5,
  "s2": 0.750,
  "multiplicity": 2,
  "homo_energy_ev": [1.4, -5.5],
  "max_force_ha_per_bohr": 0.0492,
  "symbols": ["C", "C", "C", "N", "C", "C", "C", "H", "H", "H", "H", "H", "H", "H", "H", "H", "H", "H", "H", "H", "H", "H"],
  "xyz": [[1.466, -1.034, 0.092], [2.947, -1.118, 0.396], [1.082, 0.460, -0.182], [-0.168, 0.623, -0.913], [-2.500, 0.121, -1.194], [-1.400, 0.207, -0.162], [-1.585, 0.940, 1.155], [0.844, -1.388, 0.917], [1.205, -1.606, -0.800], [3.369, -2.093, 0.582], [3.183, -0.339, 1.125], [3.478, -0.818, -0.527], [1.089, 0.956, 0.791], [1.964, 0.812, -0.724], [-0.214, 1.647, -0.935], [-2.524, -0.818, -1.746], [-2.541, 0.960, -1.887], [-3.459, 0.064, -0.651], [-1.188, -0.834, 0.114], [-2.671, 1.048, 1.303], [-1.151, 1.924, 1.284], [-1.229, 0.289, 1.963]]
}

# 4
{
  "formula": "C8H13N",
  "method": "ωB97M-V/def2-TZVPD",
  "smiles": "[H]/N=C(\\C)C(=C)CC(=C)C",
  "energy_ev": -9995.3597,
  "gap_ev": 9.765,
  "e_above_lowest_kj_mol": 142.9,
  "multiplicity": 1,
  "homo_energy_ev": -8.9,
  "max_force_ha_per_bohr": 0.0447,
  "symbols": ["H", "N", "C", "C", "C", "C", "C", "C", "C", "C", "H", "H", "H", "H", "H", "H", "H", "H", "H", "H", "H", "H"],
  "xyz": [[-2.100, 2.056, 1.411], [-1.494, 1.238, 1.355], [-1.513, 0.648, 0.242], [-2.320, 1.057, -0.964], [-0.694, -0.582, 0.066], [-0.940, -1.647, 0.833], [0.383, -0.557, -0.976], [1.650, -0.382, -0.067], [2.562, -1.337, 0.025], [1.831, 0.974, 0.541], [-1.664, 1.462, -1.739], [-3.055, 1.822, -0.697], [-2.835, 0.186, -1.382], [-0.412, -2.576, 0.693], [-1.689, -1.615, 1.605], [0.455, -1.516, -1.490], [0.290, 0.296, -1.648], [2.427, -2.309, -0.419], [3.502, -1.171, 0.527], [2.747, 1.010, 1.118], [0.989, 1.201, 1.196], [1.877, 1.742, -0.229]]
}

# 5
{
  "formula": "C18H28N2O4S",
  "method": "ωB97M-V/def2-TZVPD",
  "smiles": "CC[C@H](C)NS(=O)(=O)c1ccc(OCC(=O)N2CCC(C)CC2)cc1",
  "energy_ev": -41126.2010,
  "gap_ev": 9.524,
  "e_above_lowest_kj_mol": 26.6,
  "multiplicity": 1,
  "homo_energy_ev": -8.9,
  "max_force_ha_per_bohr": 0.0164,
  "symbols": ["C", "C", "C", "C", "N", "S", "O", "O", "C", "C", "C", "C", "O", "C", "C", "O", "N", "C", "C", "C", "C", "C", "C", "C", "C", "H", "H", "H", "H", "H", "H", "H", "H", "H", "H", "H", "H", "H", "H", "H", "H", "H", "H", "H", "H", "H", "H", "H", "H", "H", "H", "H", "H"],
  "xyz": [[7.177, 0.755, 1.084], [7.067, -0.553, 0.309], [5.616, -1.033, 0.192], [5.528, -2.391, -0.505], [4.786, -0.077, -0.515], [3.902, 1.057, 0.333], [3.969, 0.760, 1.734], [4.273, 2.368, -0.126], [2.266, 0.680, -0.267], [1.567, -0.365, 0.300], [0.321, -0.717, -0.189], [-0.217, -0.009, -1.262], [-1.422, -0.268, -1.839], [-2.179, -1.372, -1.385], [-2.742, -1.246, 0.040], [-2.554, -2.146, 0.841], [-3.425, -0.130, 0.341], [-3.828, 0.913, -0.574], [-5.347, 0.883, -0.759], [-6.057, 1.034, 0.588], [-7.571, 0.956, 0.421], [-5.550, -0.051, 1.540], [-4.028, 0.002, 1.653], [0.496, 1.055, -1.822], [1.736, 1.395, -1.326], [6.592, 1.539, 0.607], [8.214, 1.079, 1.138], [6.795, 0.627, 2.094], [7.650, -1.327, 0.811], [7.478, -0.425, -0.697], [5.179, -1.102, 1.192], [6.058, -3.143, 0.072], [4.488, -2.691, -0.606], [5.970, -2.335, -1.497], [5.230, 0.337, -1.319], [2.003, -0.889, 1.136], [-0.218, -1.527, 0.274], [-3.005, -1.466, -2.096], [-1.586, -2.293, -1.416], [-3.322, 0.805, -1.531], [-3.532, 1.876, -0.141], [-5.643, 1.686, -1.435], [-5.636, -0.068, -1.214], [-5.800, 2.014, 1.007], [-8.067, 1.077, 1.381], [-7.924, 1.736, -0.249], [-7.859, -0.008, 0.007], [-5.991, 0.078, 2.529], [-5.845, -1.033, 1.163], [-3.656, -0.815, 2.274], [-3.714, 0.957, 2.087], [0.054, 1.592, -2.647], [2.304, 2.216, -1.735]]
}

# 6
{
  "formula": "C9H19Br8Na3O",
  "method": "ωB97M-V/def2-TZVPD",
  "charge": 2,
  "energy_ev": -585263.1548,
  "gap_ev": 5.441,
  "e_above_lowest_kj_mol": 9.7,
  "multiplicity": 1,
  "homo_energy_ev": -14.2,
  "max_force_ha_per_bohr": 0.0517,
  "symbols": ["Na", "Na", "Na", "C", "O", "H", "H", "H", "Br", "C", "C", "Br", "H", "H", "H", "H", "Br", "C", "C", "Br", "H", "H", "H", "H", "Br", "C", "C", "Br", "H", "H", "H", "H", "Br", "C", "C", "Br", "H", "H", "H", "H"],
  "xyz": [[-6.175, 9.906, -14.591], [-3.167, 11.121, -13.151], [-6.059, 10.340, -11.211], [-3.646, 7.901, -12.084], [-4.423, 8.964, -12.572], [-3.753, 7.761, -11.008], [-3.968, 6.890, -12.332], [-2.597, 7.978, -12.371], [-4.730, 10.557, -8.741], [-2.948, 9.628, -8.650], [-1.781, 10.642, -8.709], [-1.666, 12.021, -7.159], [-2.697, 8.886, -9.408], [-2.992, 9.120, -7.687], [-1.909, 11.195, -9.640], [-0.838, 10.103, -8.619], [-6.539, 7.226, -16.150], [-6.128, 6.093, -14.563], [-4.755, 5.412, -14.892], [-4.373, 4.090, -13.454], [-6.933, 5.383, -14.374], [-6.027, 6.733, -13.686], [-3.824, 5.979, -14.884], [-4.890, 4.875, -15.831], [-0.332, 4.446, -14.884], [-0.061, 6.374, -14.385], [1.162, 7.023, -15.100], [1.279, 9.000, -14.970], [-0.013, 6.436, -13.297], [-1.054, 6.774, -14.592], [1.108, 6.652, -16.124], [2.057, 6.600, -14.645], [-5.430, 6.288, -8.186], [-6.462, 7.210, -9.583], [-7.851, 7.556, -9.046], [-8.950, 5.907, -8.980], [-6.491, 6.676, -10.533], [-5.971, 8.180, -9.662], [-8.437, 8.231, -9.669], [-7.657, 7.944, -8.046]]
}